15
Properties=species:S:1:pos:R:3:forces:R:3 method="wB97M-V/def2-TZVPD" e_tot_ha=-304.7363 de_lowest_ev=2.698 orbital_gap_ha=0.2862
C -1.05113 1.36284 -0.66969 0.0 0.0 -0.2
C -0.26128 0.11805 -0.43195 -0.1 -0.1 0.1
C 1.23060 0.13723 -0.37356 0.1 0.0 0.0
C 1.85773 0.73937 0.81842 0.4 0.5 0.9
N 2.33381 1.25109 1.74102 -0.5 -0.5 -0.8
C -0.39947 -1.89899 0.83465 0.1 -0.1 0.0
N -0.88430 -0.99466 -0.01401 0.0 0.2 -0.1
H -0.46555 2.08128 -1.24968 -0.1 -0.1 0.0
H -1.98680 1.17205 -1.21253 0.1 0.0 0.1
H -1.31835 1.86084 0.27600 0.0 -0.1 -0.2
H 1.60825 0.70166 -1.23712 0.0 0.0 0.1
H 1.59221 -0.89939 -0.45434 0.0 0.1 0.0
H 0.33253 -1.56275 1.55339 0.1 -0.2 -0.2
H -0.78189 -2.90789 0.83950 -0.1 0.2 0.0
H -1.80637 -1.16074 -0.42009 0.1 0.1 0.2



12
Properties=species:S:1:pos:R:3:forces:R:3 method="wB97M-V/def2-TZVPD" e_tot_ha=-244.5491 de_lowest_ev=3.436 orbital_gap_ha=0.3650
H -0.28587 -1.90005 -1.24506 2.8 0.2 1.0
N 0.66750 -1.93910 -0.65586 -2.9 1.0 -0.3
C 0.73710 -0.90570 0.08573 -1.7 2.2 0.2
N 0.08384 0.47570 -0.04223 1.8 -1.1 5.2
C -0.15314 1.13498 1.28241 0.3 2.0 2.0
N -0.94857 0.92900 -0.82119 0.1 -2.0 -4.2
H 1.29977 -0.81861 1.05485 0.1 -0.4 -1.4
H -0.10630 2.32190 1.43456 0.9 -2.3 -1.5
H 0.40018 0.77676 2.18595 0.1 -0.2 -1.2
H -1.17868 1.10155 1.63255 -0.7 -1.0 -0.4
H -0.52287 0.61834 -1.71275 -0.5 1.5 -0.7
H -1.72933 0.26526 -0.92392 -0.4 -0.1 1.3



12
Properties=species:S:1:pos:R:3:forces:R:3 method="wB97M-V/def2-TZVPD" total_charge=-2 e_tot_ha=-973.0215 de_lowest_ev=0.877 orbital_gap_ha=0.2375
C -1.11627 1.59737 0.82830 -0.2 0.8 -2.2
O -0.02495 -2.77174 -0.05394 -2.7 -2.6 3.1
O 0.66929 -2.40762 -2.38887 0.3 0.2 -1.4
O 1.94867 -1.33668 -0.36894 0.1 0.6 -0.7
O -0.37290 -0.29512 -0.98307 -0.2 -2.6 -1.4
Si 0.29262 0.54691 0.14741 1.9 0.8 1.1
P 0.69144 -1.94209 -0.98068 1.3 2.5 -1.3
H -1.88542 0.86201 0.95374 -0.8 -0.4 -0.3
H -0.94523 1.96692 1.78853 0.5 1.1 1.6
H -1.40612 2.40167 0.09315 -0.1 -0.7 0.8
H 1.40015 1.37575 -0.50243 -0.3 0.3 0.6
H 0.74872 0.00262 1.46679 0.1 0.0 0.0



21
Properties=species:S:1:pos:R:3:forces:R:3 method="wB97M-V/def2-TZVPD" e_tot_ha=-535.0473 de_lowest_ev=2.082 orbital_gap_ha=0.3484
O -15.05818 1.60157 8.29493 0.8 0.9 0.4
H -15.68601 0.90569 8.22435 -1.0 -1.4 -0.6
H -15.53477 2.18080 8.89699 0.3 0.3 0.3
O -16.37082 2.69894 10.53048 -1.6 1.0 -3.2
H -16.67398 3.61056 10.34443 0.1 -0.7 0.2
H -16.04347 2.70173 11.37839 1.3 0.0 3.1
O -14.60265 2.90303 6.05298 0.3 -1.3 -1.8
H -14.58933 3.71214 6.50316 0.1 2.2 0.4
H -14.88719 2.32327 6.74697 -0.2 -0.9 0.4
O -14.81453 5.29967 7.30235 -0.7 -0.2 0.2
H -14.60607 4.84719 8.13177 0.4 0.7 -0.2
H -14.25657 6.06140 7.14450 0.3 0.0 0.4
O -13.47522 0.58342 10.35651 0.9 -0.1 0.9
H -14.16935 0.17383 10.87274 -0.2 0.0 -0.2
H -13.80141 0.81189 9.48767 -0.7 0.2 -0.4
O -15.43396 -0.71624 6.51859 1.0 0.9 -0.9
H -14.48216 -0.60700 6.69768 -0.7 -0.2 0.0
H -15.80805 -1.22543 7.21250 -0.3 -0.8 1.0
O -17.12237 0.19749 9.45087 0.5 -0.3 0.9
H -17.09730 1.04909 9.90682 -0.5 0.5 -0.3
H -16.52907 -0.25762 10.07013 -0.3 -0.6 -0.4



156
Properties=species:S:1:pos:R:3:forces:R:3 method="wB97M-V/def2-TZVPD" e_tot_ha=-5100.0481 de_lowest_ev=4.759 orbital_gap_ha=0.2475
K 19.98249 -1.90004 5.47518 -0.4 -0.8 -0.5
C 19.38929 -4.94353 2.93648 0.1 2.5 1.1
O 18.33294 -5.50063 3.77135 -0.3 -0.9 -0.5
O 19.45189 -3.61217 3.08053 1.0 -0.7 0.8
C 20.74669 -5.71682 3.16995 -1.1 -0.5 -2.0
F 21.58843 -5.57215 2.13757 0.2 0.8 -1.4
F 21.48211 -5.41415 4.18860 0.7 1.1 2.8
F 20.56744 -7.04560 3.21000 -0.6 -1.0 0.5
C 18.47124 -5.71788 5.14980 -0.8 -1.2 0.0
C 17.04701 -6.13799 5.71133 0.4 1.1 -1.4
H 16.99559 -7.07669 6.26296 0.4 0.6 0.9
H 16.56895 -5.22681 6.07092 0.0 -0.3 1.2
H 16.34140 -6.36372 4.91180 0.5 -0.1 -0.8
H 18.92808 -4.87635 5.67061 -0.4 0.4 0.2
H 19.13564 -6.55506 5.36379 0.3 -0.3 -0.2
H 19.10317 -5.17787 1.91114 -0.2 -0.7 -0.2
O 15.56701 -2.62040 0.42315 0.0 -0.2 0.0
P 14.29830 -2.62941 1.15711 -3.3 0.5 1.2
N 14.17857 -1.58200 2.54400 -0.6 -2.2 -1.1
C 14.29394 -0.19636 2.24716 0.7 1.0 1.1
C 14.63110 -2.06286 3.85982 -1.5 -0.2 -0.4
N 13.72663 -4.17444 1.72416 2.5 0.8 0.4
C 12.42944 -4.61693 1.26876 -0.4 -0.3 0.3
C 14.70899 -5.12732 2.38142 -0.2 0.2 -0.4
N 12.93625 -2.01404 0.22830 1.1 0.4 0.4
C 11.67920 -1.37956 0.69747 0.5 -2.3 0.3
C 13.01050 -2.07236 -1.23492 1.7 0.5 0.8
H 13.75743 0.09263 1.34342 0.5 -0.1 -0.1
H 15.34530 0.08539 2.30514 0.3 0.4 -0.9
H 13.89457 0.40612 3.06301 -0.6 -0.1 0.2
H 14.69448 -1.24609 4.57883 1.4 0.4 -0.4
H 15.42040 -2.80191 3.72230 0.5 0.5 0.7
H 13.81398 -2.53918 4.40162 -0.4 -0.9 -0.5
H 12.24498 -5.66184 1.51826 0.5 -0.2 -0.1
H 11.61238 -4.11058 1.78268 -0.1 0.4 0.0
H 12.31988 -4.47378 0.19377 -0.2 -0.2 0.0
H 14.50225 -6.17701 2.17285 -0.3 0.1 -0.5
H 15.75383 -4.96686 2.11561 -0.1 0.4 -0.7
H 14.80169 -5.11563 3.46740 -0.8 0.6 0.4
H 11.65496 -1.27100 1.78178 0.5 0.9 -0.1
H 11.38485 -0.54846 0.05660 0.3 0.3 0.4
H 10.91262 -2.14896 0.60540 -0.6 0.0 -0.5
H 12.47655 -2.92401 -1.65646 -0.1 0.2 -0.3
H 14.07483 -2.06239 -1.46988 0.2 -1.0 -0.2
H 12.81717 -1.09935 -1.68655 -1.2 0.0 0.0
O 18.36363 -2.86291 7.59245 0.2 1.3 -0.3
P 17.61507 -2.98796 8.86853 -1.3 -0.5 0.1
N 17.20427 -1.52767 9.71739 -0.6 -0.4 0.0
C 16.31081 -1.73613 10.87528 0.5 0.1 -0.6
C 17.03674 -0.12668 9.23230 2.5 -1.4 -1.0
N 18.48472 -4.03117 9.93036 -0.5 1.3 -0.2
C 19.14217 -5.22665 9.40668 -1.4 0.0 -0.8
C 19.24938 -3.47597 11.04255 -0.9 -0.4 0.8
N 16.09179 -3.72293 8.56414 0.8 1.3 -0.1
C 15.03168 -2.97311 7.71789 2.4 -1.8 0.7
C 15.73457 -4.87757 9.38007 0.1 0.3 -1.4
H 15.28549 -1.87219 10.53134 -0.1 -1.1 0.0
H 16.14492 -0.83492 11.46553 1.0 0.2 0.2
H 16.82359 -2.50156 11.45775 -1.1 -0.2 0.4
H 17.84442 0.37270 9.76743 -0.7 0.9 0.2
H 16.04906 0.33142 9.28465 0.0 -0.4 0.4
H 17.38398 -0.09928 8.19945 -0.3 0.1 -0.3
H 18.85162 -5.33795 8.36203 0.4 0.0 -0.3
H 20.22196 -5.16324 9.54132 -0.1 -0.2 -0.2
H 18.67769 -6.09009 9.88296 0.5 -0.3 0.4
H 19.62287 -2.49190 10.75934 0.2 0.0 0.8
H 18.66721 -3.59008 11.95696 -0.7 1.4 0.2
H 19.99056 -4.16590 11.44596 0.9 0.0 -1.3
H 14.15282 -3.61772 7.73161 -0.2 0.6 0.3
H 14.92782 -1.93741 8.04135 -0.4 -0.1 0.1
H 15.41255 -3.00073 6.69697 -0.1 0.3 -0.1
H 15.65325 -4.58115 10.42584 -0.5 -0.6 0.1
H 16.48533 -5.65010 9.21380 0.1 -0.1 0.5
H 14.86705 -5.29226 8.86672 -0.5 0.0 0.9
O 14.34456 -11.64055 9.09264 0.4 0.4 0.5
P 14.15777 -10.59912 8.07775 0.7 2.0 -1.8
N 13.77793 -9.01624 8.71580 0.3 -2.3 -0.6
C 13.80149 -8.74335 10.13658 0.2 -0.3 -0.7
C 13.43936 -7.94146 7.82746 0.2 -0.5 -0.3
N 13.00606 -11.02913 6.87402 -0.1 1.9 1.7
C 13.27692 -12.09637 5.97350 0.4 -0.6 -0.9
C 11.52176 -10.72290 6.91792 1.3 0.7 0.1
N 15.66283 -10.24168 7.16502 -1.2 -0.9 1.3
C 16.86900 -9.97579 8.02249 -1.2 -0.3 -0.2
C 15.62638 -9.62718 5.84018 -0.5 0.7 0.2
H 14.36959 -7.83133 10.31983 -0.4 0.5 0.0
H 14.42605 -9.48646 10.63238 -0.8 -0.4 0.2
H 12.74638 -8.68837 10.40456 0.3 0.1 1.2
H 12.42669 -7.55281 7.93492 -0.4 -0.2 0.1
H 13.56538 -8.39535 6.84451 -0.2 0.8 -0.3
H 14.08191 -7.07200 7.96636 0.4 0.0 -0.2
H 13.08762 -11.67600 4.98580 -0.6 -0.7 -0.4
H 14.29356 -12.47082 5.85381 0.3 0.4 0.9
H 12.67257 -12.95206 6.27459 -0.2 -0.2 -0.6
H 11.37756 -9.66168 6.71513 0.0 0.2 0.3
H 10.98085 -11.20162 6.10162 0.5 -0.4 0.0
H 11.02728 -10.99481 7.85047 0.2 -0.1 0.1
H 17.39774 -10.91209 8.20101 0.8 0.2 -0.9
H 17.35643 -9.09284 7.60907 0.7 -0.5 -0.2
H 16.72375 -9.70894 9.06929 -1.2 0.4 0.1
H 15.40091 -8.56116 5.86938 -0.4 0.3 0.2
H 14.84209 -10.08833 5.23989 0.2 -0.1 0.0
H 16.54879 -9.56883 5.26238 0.4 -1.0 0.3
O 20.82556 -10.98558 1.73021 0.7 -0.3 1.1
P 19.91477 -10.80802 0.61539 -4.5 0.4 -1.3
N 20.59653 -10.69778 -0.93730 -2.6 0.3 1.8
C 21.01086 -11.89035 -1.57265 -0.3 -1.2 -0.1
C 21.47784 -9.62289 -1.13451 1.7 0.9 -0.8
N 18.86072 -9.43412 0.82626 1.2 0.0 1.5
C 18.49624 -8.89204 2.15756 1.1 -1.1 -0.6
C 18.20335 -8.75778 -0.20330 -1.1 -0.8 -2.4
N 18.66661 -12.03713 0.47624 1.1 0.6 -0.2
C 18.40408 -12.94061 1.61148 0.2 0.2 -0.1
C 17.90138 -12.24989 -0.78622 -0.4 -0.1 1.7
H 20.89766 -11.74989 -2.64761 0.4 -0.2 -0.1
H 20.36745 -12.71606 -1.26880 0.1 0.0 -0.1
H 22.01224 -12.17950 -1.25371 0.4 0.0 -0.4
H 21.08751 -8.63765 -0.87947 0.0 -0.2 0.4
H 21.82548 -9.55673 -2.16547 -0.7 0.0 -0.5
H 22.44042 -9.86978 -0.68663 0.2 0.5 0.8
H 17.47526 -9.14021 2.44755 -0.3 -0.2 -0.2
H 19.17790 -9.40480 2.83616 0.0 0.6 0.5
H 18.59150 -7.80623 2.15140 0.2 -0.1 0.2
H 18.49411 -7.72412 -0.39065 0.7 0.0 -0.3
H 18.18994 -9.46946 -1.02879 1.1 0.8 -1.1
H 17.11637 -8.68322 -0.23512 -0.7 0.0 1.6
H 17.35904 -13.25046 1.61351 0.2 -0.8 -0.9
H 19.18263 -13.70279 1.64366 -0.6 -0.7 0.0
H 18.37346 -12.56362 2.63375 0.8 1.2 -0.1
H 16.99212 -12.79682 -0.53681 0.2 -0.5 0.2
H 18.45419 -12.84291 -1.51479 -0.2 0.3 -0.3
H 17.43214 -11.34050 -1.16163 0.8 0.2 -0.4
O 22.63940 -5.91319 9.08438 -0.8 -1.8 -2.0
C 22.30087 -6.86989 8.37626 0.9 2.1 2.7
O 22.62986 -8.12935 8.80651 -1.0 1.2 -0.9
C 21.93897 -9.07997 8.00537 0.8 -0.3 -2.6
C 21.49490 -8.34976 6.65025 -0.6 0.9 1.4
C 21.47837 -6.87720 7.11051 -0.2 -0.4 -0.8
H 21.07124 -9.48975 8.52232 0.1 0.0 0.1
H 22.69031 -9.82718 7.74990 -0.4 -0.4 0.3
H 20.50015 -8.67235 6.34283 0.1 -0.2 0.0
H 22.11403 -8.24606 5.75917 0.5 -1.5 0.3
H 20.47640 -6.45308 7.17599 0.0 -0.1 0.9
H 21.87587 -6.31067 6.26840 0.6 0.4 0.6
O 24.99345 -11.03056 3.59966 -0.9 2.4 -2.5
C 24.55366 -10.22457 2.76808 -1.2 -2.0 3.6
O 23.74982 -9.16450 3.16560 1.2 -2.7 2.9
C 23.31777 -8.39424 2.13914 1.4 1.0 -2.6
C 24.44135 -8.68152 1.09750 0.2 1.4 -0.7
C 24.68222 -10.16315 1.31054 1.0 0.9 -1.5
H 23.36052 -7.36245 2.48796 -0.6 0.0 -0.4
H 22.37079 -8.75447 1.73717 -0.3 0.4 0.2
H 25.35942 -8.13082 1.30235 -0.1 0.2 0.6
H 24.22580 -8.37760 0.07316 -0.4 -0.3 -0.1
H 25.70235 -10.47770 1.09034 -0.2 -0.1 -0.4
H 23.96029 -10.59268 0.61598 -0.1 -1.1 0.9



8
Properties=species:S:1:pos:R:3:forces:R:3 method="wB97M-V/def2-TZVPD" e_tot_ha=-443.2281 de_lowest_ev=1.205 orbital_gap_ha=0.3108
C -0.82689 0.14059 3.10863 0.3 0.0 -0.3
C -0.20045 0.06049 2.09515 -0.2 0.1 0.2
O 0.38208 0.86628 -1.85800 0.2 0.9 -0.1
Si -0.19100 -0.61801 -1.53576 -0.4 -0.6 0.8
H -1.35863 0.23183 4.00824 -0.3 0.0 0.5
H 0.72057 1.22753 -2.67937 0.0 -0.2 -0.2
H 0.30397 0.00276 1.17177 0.2 -0.1 -0.3
H 0.05950 -1.34068 -2.81365 0.2 -0.1 -0.8